94
Properties=species:S:1:pos:R:3:mulliken_charge:R:1 method="wB97M-V/def2-TZVPD" spin_multiplicity=1 lumo_energy_ha="-0.276 / -0.276" charge=+2
Rh -0.097 -0.226 0.305 -0.315
N -2.455 0.574 0.309 -0.140
C -2.970 0.850 -1.032 -0.817
C -1.866 1.460 -1.899 -0.615
N -0.631 0.668 -1.901 0.095
C -0.552 -0.370 -2.930 -0.472
C -1.331 -1.627 -2.527 -0.742
N -0.995 -2.006 -1.152 -0.262
H -3.096 -0.030 0.816 0.222
H -2.388 1.444 0.836 0.253
H -3.808 1.557 -1.000 0.459
H -3.336 -0.081 -1.459 0.277
H -1.630 2.446 -1.494 0.333
H -2.242 1.586 -2.920 0.430
H 0.152 1.302 -2.050 0.131
H 0.498 -0.629 -3.065 0.179
H -0.943 -0.005 -3.888 0.440
H -1.100 -2.433 -3.236 0.462
H -2.400 -1.427 -2.587 0.313
H -0.160 -2.589 -1.144 0.063
H -1.756 -2.530 -0.730 0.172
F 0.537 5.330 -0.067 -0.295
C 0.224 4.285 0.700 0.145
C 0.486 3.002 0.229 -0.710
C 0.184 1.896 1.008 0.460
C -0.368 2.084 2.295 0.444
C -0.656 3.392 2.709 0.794
F -1.286 3.595 3.875 -0.330
C -0.385 4.498 1.925 -0.889
C -0.625 0.910 3.138 0.146
C -0.692 0.941 4.535 -1.073
C -0.965 -0.221 5.229 -0.713
C -1.168 -1.403 4.531 -0.846
C -1.053 -1.370 3.153 -0.850
N -0.784 -0.255 2.489 0.735
H 0.961 2.923 -0.740 0.652
H -0.650 5.492 2.257 0.542
H -0.542 1.861 5.074 0.595
H -1.027 -0.209 6.305 0.465
H -1.425 -2.319 5.038 0.522
H -1.200 -2.259 2.557 0.679
O 1.579 -1.733 0.538 1.247
P 2.768 -2.380 1.201 -1.296
C 2.148 -3.708 2.372 0.476
C 3.135 -4.852 2.597 -1.329
C 2.472 -5.883 3.510 -0.989
C 1.307 -6.570 2.788 -0.735
C 0.809 -5.729 1.612 -1.133
C 0.758 -4.254 2.000 0.216
C 3.759 -1.048 2.043 0.325
C 4.992 -1.511 2.825 -1.452
C 4.682 -1.935 4.256 -0.256
C 3.925 -0.842 4.997 -1.444
C 2.618 -0.523 4.276 0.246
C 2.879 -0.084 2.839 -0.161
C 3.918 -3.208 -0.027 0.248
C 4.888 -2.277 -0.744 -1.722
C 4.206 -1.314 -1.712 -0.897
C 2.978 -1.948 -2.376 1.145
C 3.114 -3.464 -2.435 -1.452
C 3.100 -4.052 -1.021 -0.400
H 2.056 -3.156 3.314 0.345
H 4.059 -4.485 3.044 0.651
H 3.387 -5.342 1.658 0.412
H 2.114 -5.380 4.412 0.307
H 3.213 -6.616 3.828 0.490
H 0.494 -6.732 3.496 0.343
H 1.608 -7.552 2.421 0.388
H -0.185 -6.069 1.318 0.576
H 1.466 -5.860 0.752 0.175
H 0.095 -4.164 2.864 0.443
H 0.320 -3.665 1.189 -0.521
H 4.103 -0.491 1.159 0.605
H 5.683 -0.667 2.867 0.552
H 5.502 -2.319 2.298 0.363
H 5.620 -2.147 4.769 0.423
H 4.088 -2.849 4.269 -0.054
H 4.535 0.060 5.055 0.386
H 3.717 -1.167 6.016 0.501
H 2.098 0.281 4.798 0.435
H 1.965 -1.399 4.292 -0.134
H 3.379 0.886 2.863 0.786
H 1.932 0.065 2.296 -0.655
H 4.517 -3.864 0.611 1.115
H 5.570 -2.924 -1.302 0.521
H 5.503 -1.724 -0.033 0.383
H 4.932 -1.020 -2.470 0.492
H 3.896 -0.405 -1.189 0.181
H 2.855 -1.548 -3.383 0.812
H 2.087 -1.698 -1.792 -1.107
H 4.043 -3.724 -2.945 0.429
H 2.297 -3.900 -3.013 0.510
H 3.494 -5.071 -1.055 0.391
H 2.063 -4.112 -0.673 -0.119

***

100
Properties=species:S:1:pos:R:3:mulliken_charge:R:1 method="wB97M-V/def2-TZVPD" spin_multiplicity=1 lumo_energy_ha=-0.173 charge=+2 de_lowest_ev=0.396
Sc -0.495 -0.702 1.280 -0.779
C 1.664 -3.212 1.955 -1.014
C 0.513 -3.629 1.037 -0.343
N -0.748 -2.998 1.481 -0.023
C -1.254 -3.507 2.778 -0.672
C -1.940 -2.417 3.594 -0.996
N -1.158 -1.160 3.584 0.279
C -0.031 -1.159 4.539 -0.936
C 1.165 -1.976 4.058 -0.858
N 1.397 -1.900 2.593 -0.275
H 2.570 -3.145 1.357 0.496
H 1.851 -3.962 2.724 0.367
H 0.426 -4.717 1.007 0.647
H 0.697 -3.282 0.021 0.072
H -1.440 -3.175 0.764 -0.195
H -0.415 -3.930 3.326 0.441
H -1.945 -4.336 2.623 0.651
H -2.093 -2.775 4.616 0.590
H -2.921 -2.196 3.180 0.129
H -1.776 -0.403 3.865 0.285
H -0.356 -1.545 5.509 0.571
H 0.255 -0.125 4.697 0.281
H 1.043 -3.021 4.330 0.400
H 2.048 -1.637 4.602 0.558
H 2.202 -1.314 2.426 0.353
C 4.005 0.551 -5.223 -2.147
C 2.515 0.294 -5.441 2.011
C 1.890 1.539 -6.084 -1.551
C 2.351 -0.901 -6.389 -1.570
C 1.798 -0.009 -4.124 -0.199
C 2.455 -0.067 -2.907 -0.501
C 1.712 -0.346 -1.774 0.669
Br 2.620 -0.422 -0.096 0.069
C 0.347 -0.580 -1.767 -0.897
O -0.274 -0.798 -0.578 1.548
C -0.334 -0.540 -2.993 -1.003
C 0.423 -0.252 -4.124 -0.722
C -1.843 -0.798 -3.095 2.257
C -2.151 -2.195 -2.545 -1.021
C -2.612 0.262 -2.294 -1.393
C -2.343 -0.750 -4.540 -2.397
H 4.477 0.777 -6.180 0.433
H 4.514 -0.323 -4.808 0.392
H 4.181 1.403 -4.562 0.407
H 2.398 1.768 -7.023 0.459
H 1.980 2.409 -5.429 0.347
H 0.832 1.393 -6.309 0.320
H 2.870 -0.707 -7.329 0.468
H 1.301 -1.088 -6.624 0.329
H 2.768 -1.811 -5.951 0.347
H 3.518 0.102 -2.824 0.577
H -0.088 -0.214 -5.075 0.510
H -1.846 -2.273 -1.503 -0.459
H -1.632 -2.962 -3.124 0.463
H -3.226 -2.391 -2.610 0.589
H -2.327 0.247 -1.244 -0.111
H -3.687 0.076 -2.364 0.532
H -2.418 1.260 -2.694 0.421
H -1.850 -1.492 -5.172 0.451
H -2.207 0.235 -4.992 0.439
H -3.412 -0.967 -4.551 0.451
C -3.662 -3.783 0.356 -1.334
C -3.976 -2.394 0.837 0.364
N -3.158 -1.364 0.888 0.758
C -3.840 -0.239 1.337 0.035
C -5.125 -0.447 1.709 -0.651
S -5.552 -2.060 1.395 -0.163
C -3.208 1.078 1.170 -0.772
C -3.858 2.255 1.022 -0.472
S -2.762 3.462 0.533 -0.218
C -1.482 2.349 0.551 0.335
N -1.845 1.151 0.949 1.396
C -0.112 2.738 0.089 -0.777
H -2.876 -3.773 -0.395 0.287
H -4.539 -4.217 -0.122 0.563
H -3.388 -4.451 1.174 0.167
H -5.840 0.270 2.084 0.527
H -4.916 2.448 1.093 0.480
H -0.185 3.392 -0.780 0.718
H 0.456 1.858 -0.205 -0.184
H 0.432 3.277 0.867 -0.261
C 3.438 4.345 1.852 -1.210
C 2.971 4.668 3.268 0.831
C 1.718 5.536 3.269 -1.404
C 2.814 3.410 4.114 -1.217
N 1.797 2.473 3.575 0.681
C 1.918 1.520 2.664 -0.861
N 0.732 0.997 2.449 1.317
N -0.125 1.668 3.268 0.047
N 0.507 2.556 3.938 -0.996
H 3.660 5.261 1.306 0.443
H 2.663 3.820 1.282 0.112
H 4.344 3.733 1.845 0.355
H 3.772 5.215 3.774 0.316
H 0.860 5.007 2.842 0.194
H 1.881 6.431 2.669 0.430
H 1.442 5.852 4.276 0.389
H 2.497 3.634 5.129 0.383
H 3.747 2.850 4.156 0.441
H 2.842 1.270 2.167 0.406

***

101
Properties=species:S:1:pos:R:3:mulliken_charge:R:1 method="wB97M-V/def2-TZVPD" spin_multiplicity=1 lumo_energy_ha=-0.155 charge=+1
C -3.303 -2.127 2.191 -0.872
C -2.895 -3.119 1.030 -0.263
C -3.009 -2.338 -0.359 -0.318
C -1.762 -1.362 -0.479 -0.438
C -2.162 0.148 -0.838 -0.170
C -1.091 0.725 -1.853 -1.194
C -0.244 1.955 -1.245 0.931
C 1.166 1.545 -0.758 0.726
C 1.260 1.184 0.668 -0.709
O 0.122 1.218 1.463 -0.349
C 0.291 2.421 2.303 -0.139
C -1.025 3.270 2.421 -0.879
N 2.431 0.812 1.283 0.919
C 3.625 0.791 0.563 0.731
C 4.882 0.380 1.376 -0.923
C 4.578 -0.783 2.440 -0.741
C 4.357 -0.195 3.897 -0.669
O 3.270 -0.829 4.592 -0.398
C 2.295 0.109 5.047 -0.320
C 3.639 1.151 -0.866 -0.760
I 5.543 1.142 -1.826 0.148
C 2.406 1.526 -1.591 0.820
C 2.279 1.932 -3.076 0.822
F 1.231 1.133 -3.613 -0.311
F 3.355 1.688 -3.903 -0.324
C 1.816 3.429 -3.337 -1.235
C 2.223 4.459 -2.214 -0.041
Si 1.080 5.999 -2.472 -0.084
C 1.645 7.244 -1.114 -1.075
C 1.199 6.738 -4.213 -1.016
C -0.742 5.581 -2.018 0.841
C -1.708 5.026 -2.987 -0.257
C -3.110 4.746 -2.635 -0.503
C -3.644 4.999 -1.282 -0.650
C -2.682 5.545 -0.305 -0.362
C -1.284 5.828 -0.657 -0.404
H -2.560 -1.287 2.218 0.020
H -4.339 -1.755 1.945 0.308
H -3.292 -2.644 3.192 0.344
H -1.855 -3.517 1.219 0.142
H -3.597 -3.994 0.981 0.329
H -2.965 -3.102 -1.198 -0.005
H -3.974 -1.776 -0.493 0.334
H -1.089 -1.797 -1.268 0.331
H -1.144 -1.296 0.459 -0.095
H -3.149 0.071 -1.382 0.658
H -2.316 0.780 0.073 -0.043
H -0.368 -0.038 -2.237 0.501
H -1.640 1.128 -2.753 0.366
H -0.872 2.335 -0.388 0.240
H -0.265 2.761 -2.015 -1.500
H 1.060 3.090 1.813 0.292
H 0.698 2.183 3.321 0.289
H -0.985 4.109 1.667 -0.059
H -1.970 2.698 2.246 0.234
H -1.071 3.788 3.423 0.429
H 2.398 0.595 2.283 -0.180
H 5.293 1.235 1.993 0.345
H 5.730 0.010 0.755 0.352
H 3.661 -1.376 2.186 0.431
H 5.431 -1.519 2.453 0.364
H 5.275 -0.303 4.548 0.354
H 4.129 0.907 3.823 0.385
H 2.737 1.047 5.479 0.297
H 1.709 -0.388 5.871 0.338
H 1.542 0.412 4.265 -0.137
H 0.720 3.450 -3.606 0.257
H 2.341 3.761 -4.281 0.586
H 2.021 4.135 -1.162 0.007
H 3.269 4.822 -2.397 0.491
H 2.776 7.260 -1.121 0.317
H 1.197 8.254 -1.282 0.307
H 1.377 6.833 -0.096 0.281
H 0.474 7.609 -4.236 0.320
H 0.861 6.054 -5.040 0.333
H 2.206 7.193 -4.426 0.333
H -1.324 4.839 -4.022 0.236
H -3.797 4.334 -3.407 0.386
H -4.713 4.802 -1.021 0.390
H -3.084 5.721 0.726 0.367
H -0.658 6.257 0.158 0.197
C -2.290 -6.552 0.032 0.640
Cl -3.050 -5.747 -1.348 -0.186
Cl -3.487 -7.384 1.027 -0.157
H -1.572 -7.277 -0.336 -0.327
H -1.785 -5.805 0.639 0.038
C -2.842 -8.888 -2.967 -0.267
Cl -2.805 -10.180 -4.172 -0.168
Cl -1.207 -8.370 -2.531 -0.132
H -3.382 -8.039 -3.376 0.305
H -3.345 -9.252 -2.075 0.264
C 1.963 -9.772 -0.840 -0.254
Cl 1.011 -8.391 -0.279 -0.142
Cl 3.685 -9.384 -0.900 -0.157
H 1.812 -10.603 -0.157 0.300
H 1.628 -10.047 -1.837 0.237
C -3.268 -6.839 4.985 -0.304
Cl -4.551 -6.143 3.986 -0.134
Cl -1.733 -6.919 4.108 -0.131
H -3.135 -6.219 5.867 0.278
H -3.558 -7.844 5.280 0.291